Entry 1:
Entry from the OMol25 dataset: C17H23Cl3GeN8PSbSe4Ti as an isolated structure (ωB97M-V/def2-TZVPD).

Atoms and positions in Å:
Ti 0.287620 -0.011251 0.866125
C -3.563631 1.310001 -3.075993
N -2.439804 1.498004 -2.159832
C -1.840325 2.692344 -1.868410
C -0.852567 2.422657 -0.974095
N -0.833739 1.070115 -0.723522
C -1.811162 0.537334 -1.453171
P -2.357463 -1.200539 -1.417304
C -2.605618 -1.217358 0.387845
N -1.778693 -0.659504 1.266914
C -2.351353 -0.815128 2.501304
C -3.535094 -1.470625 2.356992
N -3.683072 -1.722774 1.020373
C -4.850468 -2.368181 0.425104
C -0.687215 -1.923557 -1.452865
N 0.352084 -1.515133 -0.728050
C 1.421821 -2.285159 -1.104996
C 1.014892 -3.165611 -2.058773
N -0.315015 -2.926632 -2.272116
C -1.152321 -3.627574 -3.244018
H -3.856109 2.280243 -3.465582
H -3.274746 0.670290 -3.906737
H -4.410300 0.871387 -2.552661
H -2.158672 3.620370 -2.309366
H -0.172316 3.112875 -0.502128
H -1.883680 -0.457081 3.401615
H -4.270667 -1.770860 3.082299
H -5.184081 -3.168491 1.080096
H -5.657607 -1.648676 0.300762
H -4.590171 -2.791187 -0.541096
H 2.399465 -2.173924 -0.674334
H 1.555310 -3.927681 -2.592202
H -0.662140 -4.557159 -3.517550
H -2.120853 -3.859702 -2.809297
H -1.287855 -3.022078 -4.138290
C 5.734727 -0.926662 1.353209
C 4.547513 -0.237749 0.780926
C 4.435023 0.853671 -0.062787
C 3.072290 1.081997 -0.226999
N 2.369809 0.161979 0.461114
N 3.299218 -0.638175 1.045782
C 2.429358 2.171123 -1.006942
H 6.597338 -0.266219 1.323861
H 5.976190 -1.824334 0.782631
H 5.554781 -1.217446 2.388046
H 5.241587 1.421800 -0.492582
H 3.010725 -1.279873 1.769597
H 3.149570 2.608879 -1.694172
H 2.074148 2.969959 -0.346985
H 1.593560 1.793482 -1.593874
Cl 1.484417 3.175460 5.473217
Ge 1.456383 1.049412 4.832452
Cl 3.428069 1.017541 3.838231
Cl 0.730671 -1.577491 2.391403
Se 0.839225 5.531244 0.615335
Sb -0.126865 4.419485 2.630213
Se -2.132634 4.869617 3.726254
Se 2.212351 5.183995 2.622220
Se 0.178073 1.858555 2.242810

Cartesian forces (eV/Å) of the 6 atoms listed first:
-0.204 -0.217 -0.347
-0.066 0.000 -0.064
0.048 -0.101 0.021
0.026 0.007 0.016
-0.046 -0.028 0.015
0.173 0.070 0.236

Output
Net charge ... +2
HOMO ... -13.268 eV
Frontier orbital gap ... 6.20 eV
ΔE to the lowest compared entry with this formula, charge and spin ... 85.6 kJ/mol
LUMO ... -7.07 eV

Mulliken atomic charge list, values in e, 5 entries: atom 1 (Ti): -0.695, atom 2 (C): -0.817, atom 3 (N): 0.165, atom 4 (C): -0.798, atom 5 (C): -0.406

=====

Entry 2:
Entry from the OMol25 dataset: C17H23Cl3O4ReS as an isolated structure (ωB97M-V/def2-TZVPD).

Atoms and positions in Å:
C -0.819308 1.010744 -1.913674
C -1.066168 -0.407892 -1.681205
C 0.263650 -1.077093 -1.714522
C -2.310084 -1.066698 -2.162512
C 1.230000 0.020050 -1.943539
C 0.552131 1.233330 -2.035260
C 1.203630 2.571169 -2.219928
C -1.860260 2.060167 -2.039626
C 0.453218 -2.421676 -2.342649
C 2.683615 -0.137251 -2.178032
Re -0.284521 -0.911821 0.181705
Cl -1.282357 -2.591899 0.351141
Cl -2.019489 0.551490 0.967410
Cl 1.816953 -1.954211 0.495015
H -3.175228 -0.493805 -1.834550
H -2.396061 -2.086221 -1.798242
H -2.308214 -1.085947 -3.264476
H -0.285540 -3.152224 -2.023533
H 1.441462 -2.801383 -2.097855
H 0.381459 -2.314979 -3.429405
H 3.026318 -1.111320 -1.827761
H 3.230685 0.640351 -1.623229
H 2.960690 -0.011079 -3.236143
H 2.133720 2.602878 -1.650432
H 0.561415 3.366179 -1.836317
H 1.421984 2.782917 -3.275844
H -2.775884 1.770184 -1.513199
H -2.113246 2.292499 -3.087342
H -1.490258 2.993345 -1.583720
O 1.089501 1.905044 0.877320
H 1.851165 1.335757 1.205777
C 0.358503 2.496142 8.208586
C 0.353290 1.655335 6.962423
C 0.459777 0.269114 7.094974
C 0.582728 -0.550758 5.977285
C 0.555064 0.024103 4.711020
C 0.438384 1.409228 4.533429
C 0.321003 2.219425 5.676744
S 1.118868 -0.974748 3.330238
O 1.130573 -2.338663 3.796468
O -0.044746 -0.778523 2.377502
O 2.326057 -0.264310 2.902052
H -0.510670 2.285594 8.846214
H 1.250280 2.265761 8.809649
H 0.370606 3.562754 7.976554
H 0.499781 -0.175889 8.091864
H 0.729076 -1.623085 6.068036
H 0.450227 1.829667 3.541819
H 0.247221 3.295250 5.556972

Cartesian forces (eV/Å) of the 6 atoms listed first:
0.109 0.131 -0.456
1.037 -0.357 -0.887
-0.513 0.661 -2.778
-0.228 0.083 -0.566
-0.151 0.041 -0.680
-0.097 -0.019 -0.031

Output
Net charge ... -2
HOMO (alpha / beta) ... -0.373 / -0.558 eV
Frontier orbital gap (alpha / beta) ... 4.99 / 5.17 eV
ΔE to the lowest compared entry with this formula, charge and spin ... 132.4 kJ/mol
Multiplicity ... 4
LUMO (alpha / beta) ... 4.62 / 4.62 eV

Mulliken atomic charge list, values in e, 5 entries: atom 1 (C): 0.972, atom 2 (C): 1.016, atom 3 (C): 0.986, atom 4 (C): -2.002, atom 5 (C): 0.732

=====

Entry 3:
Entry from the OMol25 dataset: C17H23ClINOPPtS as an isolated structure (ωB97M-V/def2-TZVPD).

Atoms and positions in Å:
C 1.353056 -1.492400 -2.157362
I 3.715686 2.600285 -1.768133
H 0.557084 -2.232004 -2.494447
H 1.657844 -1.894204 -1.152417
H 2.066263 -1.498349 -3.029450
Pt -0.974368 0.607830 -1.588245
P -0.662892 0.592583 -3.812613
C 0.928506 1.049950 -4.590015
C -1.086578 -0.915813 -4.767905
H -2.751715 1.775315 -3.922158
H -1.725514 2.073850 -5.392131
H -1.317650 2.869611 -3.826825
C -1.759685 1.983611 -4.315708
H -2.047391 -1.281680 -4.386118
H -1.148815 -0.601695 -5.807907
H 0.716684 1.152292 -5.657736
H 1.706504 0.283241 -4.452789
H -0.284841 -1.654204 -4.640146
H 1.304526 1.991801 -4.170765
C 0.893432 0.366485 -1.490407
O 2.013279 0.165824 -1.113314
Cl -3.347240 0.493674 -1.634894
N -0.932250 -0.025210 0.356588
S 0.383293 0.039034 1.264736
C 0.091954 1.255026 2.562560
C -0.776980 2.273964 2.317750
C -1.202619 3.145156 3.357452
C -0.628286 3.019515 4.608760
C 0.428446 2.068640 4.811489
C 0.790527 1.206541 3.780273
C 0.462799 -1.496763 2.169541
C -0.562460 -1.810833 3.040711
C -0.538191 -3.033463 3.700228
C 0.511543 -3.932828 3.520909
C 1.596983 -3.570333 2.665878
C 1.544421 -2.354543 2.006992
H -1.900597 -0.111697 0.866702
H -1.211004 2.372373 1.291756
H -1.988511 3.851107 3.118861
H -1.005068 3.627924 5.469890
H 0.895001 1.967465 5.798913
H 1.561423 0.443217 3.888691
H -1.314694 -1.041068 3.219534
H -1.367903 -3.236639 4.411925
H 0.513235 -4.925461 4.036490
H 2.465572 -4.197161 2.552672
H 2.377170 -1.969956 1.352203

Cartesian forces (eV/Å) of the 6 atoms listed first:
-0.923 -4.595 -1.243
0.142 0.269 -0.081
-0.054 1.430 0.373
0.191 0.489 -1.484
-0.210 0.740 1.499
-2.084 -0.235 0.842

Output
Net charge ... +3
HOMO (alpha / beta) ... -17.287 / -16.928 eV
Frontier orbital gap (alpha / beta) ... 7.33 / 2.59 eV
Multiplicity ... 5
LUMO (alpha / beta) ... -9.96 / -14.34 eV

Mulliken atomic charge list, values in e, 5 entries: atom 1 (C): -0.909, atom 2 (I): 0.059, atom 3 (H): 0.342, atom 4 (H): 0.256, atom 5 (H): 0.441

=====

Entry 4:
Entry from the OMol25 dataset: C17H23ClN2W as an isolated structure (ωB97M-V/def2-TZVPD).

Atoms and positions in Å:
C 0.378446 -1.527845 -3.338753
C -0.520642 -2.775426 -3.167248
C -0.031073 -0.655922 -4.542251
C 1.872480 -1.925349 -3.359190
Cl 0.085354 -0.480763 -1.991171
H 0.087113 -1.196321 -5.501346
H 0.574673 0.261546 -4.545560
H -1.072250 -0.335508 -4.409780
H -0.452872 -3.431612 -4.043078
H -1.573520 -2.480937 -3.033742
H -0.241879 -3.355940 -2.272732
H 2.116163 -2.515043 -4.254914
H 2.147620 -2.516998 -2.473632
H 2.520625 -1.035552 -3.350993
C -2.181785 1.865172 2.746437
C -2.057364 2.751081 1.605239
C -2.209600 1.961494 0.417307
H -2.002915 3.834563 1.654631
C -2.465233 0.598495 0.824365
C -2.456459 0.547944 2.249239
H -2.717096 -0.288660 2.880339
H -2.131305 2.172483 3.805264
H -2.304693 2.358205 -0.594392
H -2.762485 -0.193150 0.149162
C 1.674687 1.918755 2.425047
C 0.836915 3.084649 2.371021
C 0.664575 3.424738 0.967476
H 0.383982 3.580585 3.228846
C 1.405306 2.509243 0.178948
C 2.021470 1.554085 1.056284
H 2.763370 0.833272 0.754007
H 2.025193 1.410158 3.321959
H 0.188516 4.316922 0.580532
H 1.649304 2.601993 -0.872148
W -0.156933 1.420254 1.533849
N -0.698514 -1.676210 1.781128
C -0.135738 -2.833960 2.168153
C 1.217765 -2.574855 2.392610
C 1.397631 -1.214361 2.166955
N 0.208221 -0.646558 1.732399
H -1.672548 -1.604503 1.550042
H -0.699131 -3.768023 2.267710
H 1.990567 -3.288571 2.680824
H 2.334059 -0.683570 2.261157

Cartesian forces (eV/Å) of the 6 atoms listed first:
0.335 -1.523 -1.855
-0.122 0.221 0.116
0.136 -0.290 -0.191
0.024 0.258 0.093
-0.206 1.281 2.457
-0.064 0.289 0.511

Output
Net charge ... +2
HOMO (alpha / beta) ... -15.381 / -15.673 eV
Frontier orbital gap (alpha / beta) ... 8.03 / 7.12 eV
ΔE to the lowest compared entry with this formula, charge and spin ... 84.2 kJ/mol
Multiplicity ... 3
LUMO (alpha / beta) ... -7.35 / -8.56 eV

Mulliken atomic charge list, values in e, 5 entries: atom 1 (C): 0.980, atom 2 (C): -1.394, atom 3 (C): -1.369, atom 4 (C): -1.398, atom 5 (Cl): -0.069

=====

What calculated total energy values result from the calculations? In sequence: -424326.7415 -76724.7377 -65497.6262 -35313.3001 eV.